Formula: C24H52F3N3O27S4
Source: the Open Molecules 2025 dataset
Level of theory: wB97M-V/def2-TZVPD

```
113
Properties=species:S:1:pos:R:3:forces:R:3
N 2.8584 0.9816 -3.3436 -0.1 -0.2 -0.2
H 3.4466 1.6219 -2.8235 0.9 0.1 -0.5
H 2.5380 1.3264 -4.2389 -0.2 0.8 0.2
H 2.0802 0.8997 -2.6871 -1.5 -0.4 0.1
H 3.2840 0.1057 -3.6268 0.6 -0.5 0.9
N -0.3784 2.1320 -5.2141 1.9 1.2 -1.5
H -0.3802 2.9696 -5.7863 -1.3 0.5 0.0
H -1.1307 1.4930 -5.4497 -0.7 -0.5 0.0
H -0.2073 2.3341 -4.2254 -0.6 -0.4 1.8
H 0.5289 1.8280 -5.5491 0.0 -1.3 -0.1
N 1.0628 4.8769 -2.6331 -1.0 0.5 -0.4
H 0.5238 4.0335 -2.4278 0.1 -1.8 0.9
H 0.8226 4.9623 -3.6139 0.6 0.7 -0.4
H 2.0551 4.8062 -2.4494 0.2 -0.1 -0.1
H 0.6595 5.6641 -2.1371 0.0 0.4 0.2
C -0.3352 1.6276 -1.4049 0.9 -0.9 -0.8
O 0.5498 0.7322 -0.7448 -0.1 0.9 0.4
O 0.3167 2.0783 -2.5495 -0.3 0.4 -0.7
C -1.6427 0.7630 -1.5437 0.1 0.6 -1.6
F -2.0529 0.3903 -0.3539 -0.4 0.2 0.2
F -2.5878 1.5227 -2.1707 0.1 -0.1 0.5
F -1.5644 -0.3629 -2.3035 0.7 0.6 0.3
C 0.6068 0.8894 0.7090 0.8 -0.7 -0.8
C 1.0621 -0.4445 1.2167 0.2 -0.6 0.6
H 0.2508 -1.1390 0.9976 0.2 -0.3 0.3
H 1.9918 -0.8394 0.8043 -0.1 0.3 -0.7
H 1.3367 -0.4504 2.2725 -0.6 0.2 0.2
H -0.3895 1.1000 1.0964 0.2 0.4 0.1
H 1.3607 1.6533 0.9042 -0.3 0.3 0.3
H -0.6031 2.5249 -0.8430 -0.3 -0.3 0.8
C -3.7630 -3.5292 -0.0770 -0.8 -1.0 0.0
C -2.3066 -3.2761 -0.3751 -0.8 1.5 0.4
C -1.2915 -4.2122 0.2927 -1.3 1.0 0.7
O -0.5021 -4.6484 -0.7894 1.3 -0.6 1.1
C -0.9230 -4.1652 -1.9263 -2.2 -0.6 -2.4
O -0.5222 -4.4577 -3.0231 0.5 0.7 0.8
O -2.0872 -3.4521 -1.7646 1.3 -0.5 -0.4
H -4.1091 -3.3576 0.9424 0.6 0.2 0.2
H -3.9803 -4.5786 -0.2844 0.0 -0.2 0.0
H -4.4779 -2.9853 -0.6946 0.4 0.4 -0.2
H -2.0947 -2.2191 -0.2053 0.2 0.0 0.4
H -1.8570 -4.9830 0.8170 0.4 -0.6 -0.4
H -0.7077 -3.6964 1.0546 0.3 0.0 -0.3
C -1.1256 0.2480 6.1909 0.3 -0.4 -0.3
C -0.9152 -0.0697 4.6570 -0.1 0.6 2.5
C -1.3994 -1.4349 4.1441 2.2 -0.1 2.1
O -2.0776 -1.1120 2.9755 -0.5 0.2 -0.1
C -2.3961 0.2136 3.0361 -1.2 0.5 -0.3
O -3.0974 0.7237 2.2182 0.4 0.2 0.0
O -1.8847 0.8148 4.1312 -0.8 -0.3 -2.3
H -0.4698 -0.2309 6.9169 0.1 -0.2 -0.3
H -2.1673 0.0220 6.4228 0.0 -0.6 -0.1
H -1.1246 1.3130 6.4236 0.6 0.1 -0.6
H 0.0356 0.1965 4.1938 0.3 0.1 0.5
H -1.8945 -1.9276 4.9825 -1.2 0.0 -0.6
H -0.5504 -2.0926 3.9531 0.1 0.1 -0.5
C -1.3507 -3.3098 -7.4445 -0.8 0.1 1.0
C -2.2639 -2.4500 -6.5289 0.2 -0.8 1.3
C -1.6406 -1.8186 -5.2621 1.9 -3.0 1.0
O -1.8870 -0.4601 -5.3464 0.4 1.7 1.9
C -2.4858 -0.1588 -6.4806 0.8 -2.5 -0.9
O -2.7970 0.9315 -6.7966 -0.3 1.9 -0.3
O -2.5015 -1.2645 -7.2092 -1.6 2.0 -2.9
H -1.9146 -3.6741 -8.3026 0.0 0.6 -0.2
H -0.9792 -4.2375 -7.0090 0.0 0.3 0.6
H -0.5194 -2.6538 -7.7011 0.0 -0.3 -0.4
H -3.2475 -2.8487 -6.2782 0.2 -0.6 -0.2
H -0.5807 -2.0844 -5.2878 0.5 0.8 -0.3
H -1.8459 -2.1740 -4.2521 -1.1 -0.2 -0.3
C 3.0360 -4.0053 6.4081 0.3 -0.6 1.8
C 3.9997 -2.9955 7.1246 -0.7 -2.8 1.4
O 4.1560 -2.0456 6.1786 -0.2 2.6 -3.2
S 2.7216 -1.6662 5.5059 0.2 1.4 1.8
O 2.9130 -1.2732 4.1279 -0.2 -1.3 1.1
O 2.1083 -0.6609 6.3697 0.4 -2.3 -1.4
O 2.0782 -3.1942 5.7427 0.4 2.4 -1.2
H 2.4685 -4.6412 7.0874 0.0 0.3 0.2
H 3.5522 -4.6995 5.7446 0.1 0.5 -0.4
H 4.9598 -3.4553 7.3566 0.0 0.0 -0.2
H 3.6151 -2.5463 8.0415 -0.4 -0.3 0.1
C 1.3919 4.3999 1.7165 1.2 0.2 -1.2
C 2.8588 3.9059 1.9498 -0.5 2.4 -0.5
O 2.8585 3.3532 3.2245 0.6 -0.7 0.4
S 1.6299 3.8238 4.1532 -1.4 -0.5 2.4
O 1.8392 4.9466 5.0617 0.2 -1.9 -2.7
O 1.1490 2.5899 4.7257 0.3 1.5 -0.9
O 0.6800 4.2755 2.8811 0.2 -0.3 2.4
H 0.8308 3.8166 0.9857 0.2 0.2 -0.4
H 1.5464 5.4500 1.4640 -0.8 0.1 -0.4
H 3.4877 4.7975 1.9753 0.1 0.1 0.1
H 3.2548 3.3796 1.0808 -0.1 -1.2 0.7
C -5.6339 0.1206 -3.0217 1.2 -0.6 -1.7
C -5.6424 1.6098 -3.2909 -0.7 0.4 1.1
O -6.1152 2.1140 -2.0127 -0.3 -0.7 0.7
S -7.2213 1.0505 -1.3359 -0.3 1.7 2.6
O -8.5283 1.4343 -1.7569 0.7 -0.5 -0.7
O -7.0787 0.9519 0.1258 0.9 -0.2 -3.6
O -6.6720 -0.2336 -2.1315 -0.3 0.4 0.2
H -4.6681 -0.2223 -2.6480 0.0 0.4 0.7
H -5.6688 -0.4137 -3.9724 -0.9 -0.2 0.0
H -6.2920 2.0309 -4.0585 -0.3 -0.7 -0.1
H -4.6446 1.9726 -3.5357 0.1 0.0 0.6
C 5.3156 0.6573 2.5468 -1.0 0.0 -1.2
C 5.2180 -0.0691 1.1876 -0.4 -1.2 -0.2
O 6.4589 -0.0013 0.4696 0.3 0.7 2.0
S 7.5680 0.8172 1.4253 2.4 -0.8 -1.4
O 8.1335 1.8617 0.5842 -1.6 -1.2 1.7
O 8.5001 -0.1455 1.9955 -2.2 1.6 -0.5
O 6.5224 1.3934 2.5343 0.9 0.1 -1.1
H 5.2401 0.0365 3.4381 0.2 -0.2 -0.3
H 4.4237 1.2782 2.4574 0.4 0.7 1.0
H 4.4593 0.2845 0.4874 0.0 0.8 0.2
H 4.8302 -1.0644 1.4116 0.8 -0.5 -0.2
```
Positions in Å, forces in eV/Å.

The net charge is +2. The value obtained for the HOMO-LUMO gap is 6.58 eV. The total energy comes out at -5033.0006 hartree.

=====

Formula: C39H40N4OsP2S2Si2
Source: the Open Molecules 2025 dataset
Level of theory: wB97M-V/def2-TZVPD

```
90
Properties=species:S:1:pos:R:3:forces:R:3
Os 0.3362 -0.2077 -1.1811 1.9 1.1 -0.6
C 1.8982 -3.2629 -2.6932 0.1 0.0 0.0
Si 0.1489 -3.4263 -2.0808 -0.2 0.2 -0.1
C -1.0735 -3.1372 -3.4612 0.0 0.0 -0.1
C -0.1070 -5.1086 -1.3181 0.0 0.0 0.1
N -0.1783 -2.1660 -0.8909 0.1 0.7 0.1
P -0.1072 -1.9962 0.7448 0.3 -0.1 0.9
C 0.5754 -0.4722 0.9870 -0.9 -0.2 -0.1
P -0.1248 1.0580 1.1025 0.5 -0.4 0.9
N -0.5547 1.4447 -0.4474 -0.1 -1.2 0.0
Si -1.7040 2.5240 -1.2440 0.0 0.1 -0.3
C -2.5119 3.6982 -0.0237 0.1 0.0 0.1
C -0.8222 3.5786 -2.5026 0.0 0.0 -0.1
C -3.0096 1.4539 -2.0541 0.0 0.0 0.0
C -1.5130 1.2764 2.2390 -0.1 0.2 -0.1
C -2.7817 0.8808 1.8147 0.0 0.0 0.1
C -3.8776 1.0457 2.6429 0.0 0.0 0.0
C -3.7118 1.6021 3.9053 0.0 0.0 0.0
C -2.4508 1.9827 4.3395 0.0 0.0 0.0
C -1.3499 1.8241 3.5076 0.0 -0.1 0.0
C 1.1414 2.2367 1.6281 -0.2 0.2 -0.2
C 0.8494 3.6024 1.5837 0.0 -0.1 0.0
C 1.8338 4.5379 1.8507 0.0 0.0 0.0
C 3.1206 4.1133 2.1639 0.0 0.0 0.0
C 3.4127 2.7595 2.2194 0.0 0.0 0.0
C 2.4257 1.8188 1.9487 0.0 0.0 0.1
C -1.7486 -2.2856 1.4448 0.0 -0.1 -0.1
C -1.9064 -2.2632 2.8306 0.0 0.0 0.0
C -3.1660 -2.4068 3.3855 0.0 0.0 0.0
C -4.2749 -2.5620 2.5612 0.0 0.0 0.0
C -4.1242 -2.5762 1.1831 0.0 0.0 0.0
C -2.8597 -2.4402 0.6221 0.0 0.0 0.1
C 0.9404 -3.2646 1.5067 -0.2 -0.2 -0.2
C 2.3133 -3.0367 1.5708 0.0 0.0 0.0
C 3.1579 -4.0195 2.0631 0.0 0.0 0.0
C 2.6360 -5.2301 2.5001 0.0 0.0 0.0
C 1.2687 -5.4608 2.4458 0.0 0.0 0.0
C 0.4228 -4.4822 1.9444 0.0 0.0 0.0
H 2.1360 -4.0540 -3.4087 0.0 0.0 0.0
H 2.6086 -3.3272 -1.8646 0.0 0.0 0.0
H 2.0463 -2.3016 -3.1878 0.0 0.0 0.0
H -0.7090 -3.5482 -4.4057 0.0 0.0 0.0
H -1.2314 -2.0665 -3.6070 0.0 0.0 0.0
H -2.0386 -3.6015 -3.2454 0.0 0.0 0.0
H -0.1770 -5.8565 -2.1117 0.0 0.0 0.0
H -1.0270 -5.1580 -0.7308 0.0 0.0 0.0
H 0.7243 -5.3832 -0.6663 0.0 0.0 0.0
H -1.9465 4.6296 0.0519 0.0 0.0 0.0
H -2.6352 3.2905 0.9793 0.0 0.1 0.0
H -3.5071 3.9503 -0.3987 0.0 0.0 0.0
H 0.1795 3.8505 -2.1610 0.0 0.0 0.0
H -1.3845 4.5016 -2.6676 0.0 0.0 0.0
H -0.7267 3.0635 -3.4576 0.0 0.0 0.0
H -3.8443 1.2559 -1.3766 0.0 0.0 0.0
H -2.5870 0.4975 -2.3700 0.0 0.0 0.0
H -3.4130 1.9460 -2.9421 0.0 0.0 0.0
H -2.9071 0.4576 0.8249 0.0 0.0 0.0
H -4.8602 0.7422 2.3058 0.0 0.0 0.0
H -4.5695 1.7455 4.5500 0.0 0.0 0.0
H -2.3238 2.4166 5.3228 0.0 0.0 0.0
H -0.3666 2.1303 3.8417 0.0 0.0 0.0
H -0.1539 3.9296 1.3330 0.0 0.0 0.0
H 1.6051 5.5947 1.8060 0.0 0.0 0.0
H 3.8952 4.8423 2.3645 0.0 0.0 0.0
H 4.4147 2.4324 2.4659 0.0 0.0 0.0
H 2.6398 0.7585 1.9708 0.0 0.0 0.0
H -1.0390 -2.1342 3.4685 0.0 0.0 0.0
H -3.2879 -2.3940 4.4608 0.0 0.0 0.0
H -5.2594 -2.6710 2.9982 0.0 0.0 0.0
H -4.9884 -2.7003 0.5430 0.0 0.0 0.0
H -2.7236 -2.4553 -0.4531 0.0 0.0 0.0
H 2.7043 -2.0822 1.2376 0.0 0.0 0.0
H 4.2240 -3.8405 2.1163 0.0 0.0 0.0
H 3.2965 -5.9961 2.8858 0.0 0.0 0.0
H 0.8615 -6.4018 2.7922 0.0 0.0 0.0
H -0.6437 -4.6648 1.8930 0.0 0.0 0.0
S 0.4167 0.4330 -3.4565 -0.4 -0.1 -0.3
C 1.8298 1.4459 -3.4449 -0.1 -0.3 0.0
C 2.0646 2.3549 -4.4786 0.0 0.0 0.0
C 3.1429 3.2195 -4.4278 0.0 0.0 0.0
C 3.3488 4.1583 -5.4968 0.0 0.0 0.0
N 3.5152 4.8965 -6.3611 0.0 0.0 0.0
C 4.0259 3.1780 -3.3326 0.1 0.1 0.0
C 3.8332 2.2370 -2.3356 0.0 -0.1 0.0
C 2.7513 1.3633 -2.3931 0.3 -0.1 -0.3
S 2.5543 0.1514 -1.1469 -1.2 0.3 0.2
C 5.1164 4.1058 -3.2180 0.0 0.0 0.0
N 5.9942 4.8363 -3.0908 0.0 0.0 0.0
H 1.3818 2.3944 -5.3169 0.0 0.0 0.0
H 4.5156 2.1946 -1.4962 0.0 0.0 0.0
```
Positions in Å, forces in eV/Å.

The value obtained for the HOMO-LUMO gap is 6.59 eV. The total energy comes out at -3878.0686 hartree.

=====

Formula: C21H47F2N6O9P2S
Source: the Open Molecules 2025 dataset
Level of theory: wB97M-V/def2-TZVPD

```
88
Properties=species:S:1:pos:R:3:forces:R:3
C -3.0581 -5.8458 0.3525 -0.1 0.0 0.0
N -1.8325 -5.0352 0.4678 -0.1 0.0 -0.4
C -1.7898 -4.0637 -0.6543 -0.4 -1.0 1.1
C -1.0488 -2.7310 -0.4842 0.5 0.0 -2.2
F 0.0224 -2.8535 -1.4302 0.2 -0.3 0.3
C -1.7064 -1.4717 -1.1133 0.4 -0.4 2.1
C -3.2111 -1.3132 -1.2320 -0.5 -0.3 -0.5
O -4.0121 -1.2422 -0.0749 0.6 -0.2 0.7
N -5.1064 -0.3634 -0.2851 0.2 0.5 -0.4
O -5.5767 -0.0483 0.7203 -0.3 -0.2 0.3
C -0.7739 -0.2568 -0.5918 -2.3 -1.2 -1.6
C -1.7758 0.7749 -0.0646 0.4 0.5 0.9
C -0.2813 0.2635 -1.9895 1.0 0.2 0.4
C 0.3444 1.6252 -2.3023 -0.7 0.4 -0.5
C -0.4330 2.9273 -1.9955 1.1 0.8 0.0
C -0.3458 3.8354 -3.2316 -0.4 -1.0 -0.1
C 0.2353 3.7181 -0.8476 -0.3 -0.5 -0.6
C 0.2089 -0.9131 0.4793 1.3 3.3 -0.1
C 0.0992 -0.0547 1.7529 -0.5 -1.1 1.0
C 1.0813 -0.2729 2.9114 -0.3 0.4 0.5
F 1.8415 -1.4451 2.8575 0.0 0.0 -0.1
C 1.6781 -0.7401 0.0186 0.0 -0.5 -0.6
C 2.2860 0.6727 -0.0126 0.5 -0.4 -0.3
C 3.4468 0.9238 0.9599 -0.7 1.2 0.0
N 4.5723 1.5264 0.2367 0.1 -0.3 0.3
N -0.1918 -2.3802 0.7129 -1.4 -0.4 1.3
C -0.8128 -2.6435 2.0891 -0.3 -1.0 -0.7
P -2.4824 -2.2557 2.6656 -1.4 0.9 2.0
O -2.9233 -0.8724 2.7416 0.6 1.0 -0.8
O -2.4012 -2.8182 4.1802 1.3 -0.5 -0.6
O -3.5600 -3.2087 2.0538 0.1 -0.8 -0.4
P 1.1822 -3.6672 0.8666 2.5 -1.1 -0.5
S 2.6817 -3.8982 -0.2824 0.0 0.2 -0.2
H -3.0675 -6.6170 1.1112 0.1 -0.1 0.2
H -3.1195 -6.3376 -0.6176 0.0 -0.1 -0.2
H -3.9439 -5.2383 0.4708 -0.1 0.3 0.1
H -1.1148 -5.7193 0.2593 0.3 0.1 0.2
H -2.8130 -3.8986 -0.9508 -0.4 0.6 0.2
H -1.3636 -4.5653 -1.5136 0.4 0.3 -0.4
H -1.5037 -1.7208 -2.1414 0.3 0.3 -0.5
H -3.5779 -2.1303 -1.8491 0.0 -0.3 -0.1
H -3.3971 -0.4359 -1.8404 0.1 0.3 -0.1
H -2.4153 1.1263 -0.8567 -0.2 -0.1 -0.4
H -2.4077 0.4322 0.7463 0.0 -0.3 0.1
H -1.2879 1.6753 0.2845 0.2 0.2 0.1
H 0.3321 -0.5048 -2.4493 0.3 -0.2 0.0
H -1.1725 0.2724 -2.6046 -0.5 0.0 0.0
H 0.4091 1.6165 -3.3877 0.0 -0.3 -0.3
H 1.3710 1.7891 -2.0238 0.2 -0.3 0.4
H -1.4947 2.7959 -1.8214 -0.2 -0.3 0.2
H -0.8731 3.3234 -4.0320 -0.1 0.1 -0.4
H -0.8332 4.7820 -3.0513 0.1 0.4 0.0
H 0.6857 3.9298 -3.5550 0.2 0.4 0.0
H 1.3116 3.6413 -0.9424 0.3 -0.3 0.2
H -0.1016 3.4170 0.1395 0.1 0.1 0.3
H 0.0199 4.7509 -1.0282 -0.2 0.5 0.5
H 0.1623 0.9888 1.5146 0.3 0.3 -0.6
H -0.8978 -0.1313 2.1725 -0.2 -0.1 0.0
H 1.7498 0.5619 3.0443 0.5 0.1 -0.3
H 0.5208 -0.3092 3.8415 -0.2 -0.2 0.2
H 2.3674 -1.3086 0.6205 -0.1 -0.4 0.4
H 1.7726 -1.1805 -0.9628 0.0 -0.1 -0.3
H 2.7672 0.7689 -0.9770 0.1 -0.1 -0.4
H 1.5830 1.4888 0.0024 -0.4 0.1 0.3
H 3.0832 1.6693 1.6719 0.0 -0.2 0.6
H 3.7431 0.0373 1.5057 0.2 -0.2 -0.1
H 5.3298 1.6481 0.9027 0.1 0.0 -0.1
H 4.3064 2.4754 -0.0037 0.1 0.0 -0.2
H -0.7672 -3.7206 2.2368 -0.3 -0.3 -0.2
H -0.1443 -2.2934 2.8592 0.2 0.6 -0.1
H -1.4957 -2.7462 4.5213 -0.5 0.0 0.5
H -4.3796 -3.0807 2.5622 -0.1 0.0 -0.3
H 1.5762 -3.4557 2.1929 -0.5 0.3 -0.1
H 0.5183 -4.8948 0.9193 -0.8 0.6 0.2
C -3.6986 4.7304 0.5071 -0.2 0.0 0.0
N -3.0927 5.2222 -0.7618 0.0 0.1 -0.1
O -3.7815 5.2090 -1.7608 0.2 0.0 0.1
O -1.9378 5.6007 -0.7065 -0.5 0.1 0.0
H -4.7192 4.4277 0.3064 0.0 0.0 -0.1
H -3.1002 3.8908 0.8498 0.1 0.1 0.0
H -3.6653 5.5465 1.2222 0.1 0.0 0.0
C 8.3995 2.0568 -1.3122 0.0 0.0 -0.2
N 7.5546 2.7758 -0.3195 0.0 0.0 0.0
O 6.6529 3.4717 -0.7402 0.1 0.0 0.1
O 7.8232 2.6102 0.8550 -0.1 0.0 -0.1
H 8.0418 2.2973 -2.3057 -0.1 0.0 0.0
H 9.4227 2.3912 -1.1715 0.0 -0.1 0.1
H 8.3065 0.9949 -1.1077 0.1 0.0 0.1
```
Positions in Å, forces in eV/Å.

The net charge is +1. The value obtained for the HOMO-LUMO gap is 8.65 eV. The total energy comes out at -3114.1153 hartree.

=====

Formula: C15H9AsF12N5O9S3Ti
Source: the Open Molecules 2025 dataset
Level of theory: wB97M-V/def2-TZVPD

```
55
Properties=species:S:1:pos:R:3:forces:R:3
Ti 0.5795 0.4221 -0.4971 0.1 -0.3 0.1
C -1.9232 0.7230 3.1348 0.0 0.0 0.0
C -1.3566 0.6461 1.7657 0.0 0.0 0.0
N -0.1016 0.6545 1.4961 0.0 0.1 0.1
N 0.8114 0.5077 2.5200 0.0 0.0 0.0
C 1.6801 1.4336 2.7052 0.0 0.0 0.0
N 2.6168 1.2782 3.6616 0.0 0.0 0.0
S 1.6805 3.0446 1.9253 0.0 0.0 0.0
C -2.2306 0.5256 0.5807 0.0 0.0 0.0
C -3.6060 0.5224 0.6533 0.0 0.0 0.0
C -4.3323 0.3416 -0.5181 0.0 0.0 0.0
C -3.6604 0.1778 -1.7118 0.0 0.0 0.0
C -2.2735 0.1980 -1.7095 0.0 0.0 0.0
N -1.5822 0.3642 -0.5865 0.0 -0.1 0.0
H -1.1339 0.6786 3.8778 0.0 0.0 0.0
H -2.6083 -0.1089 3.2915 0.0 0.0 0.0
H -2.4742 1.6601 3.2452 0.0 0.0 0.0
H 2.7046 0.3690 4.0886 0.0 0.0 0.0
H 3.4156 1.8870 3.6563 0.0 0.0 0.0
H -4.1020 0.6425 1.6047 0.0 0.0 0.0
H -5.4134 0.3245 -0.4881 0.0 0.0 0.0
H -4.1870 0.0310 -2.6431 0.0 0.0 0.0
H -1.7059 0.0782 -2.6214 0.0 0.0 0.0
O 3.6727 5.4651 -1.3057 0.0 0.0 0.0
C 2.9806 4.5405 -1.0089 0.0 0.0 0.0
C 1.5127 4.3140 -1.3903 0.0 0.0 0.0
O 0.8419 5.0251 -2.1193 0.0 0.0 0.0
C 1.1607 3.0707 -0.7659 0.0 0.0 0.0
C 2.1750 2.5385 0.1769 0.1 0.0 0.0
O 2.1593 1.1671 0.0337 0.0 0.0 0.0
C 3.4533 3.3063 -0.1859 0.0 0.0 0.0
O 4.5728 2.9994 0.0770 0.0 0.0 0.0
O 0.1948 2.2449 -0.9871 0.0 0.1 -0.1
F 0.5637 -0.3281 -2.2516 0.0 0.1 -0.1
As 1.2741 0.3541 -4.0338 0.0 0.0 0.0
F 2.2139 1.3851 -3.0158 0.0 0.0 0.0
F 2.4461 -0.8633 -3.8312 0.0 0.0 0.0
F 1.8578 0.9514 -5.4983 0.0 0.0 0.0
F 0.1814 -0.7897 -4.6792 0.0 0.0 0.0
F -0.0224 1.4667 -3.8835 0.0 0.0 0.0
F 2.6167 -3.0590 -1.6582 0.0 0.0 0.0
C 1.6226 -3.6396 -1.0044 0.0 0.1 0.1
F 1.9280 -4.9041 -0.7514 0.0 0.0 0.0
F 0.5166 -3.5851 -1.7311 0.0 0.0 0.0
S 1.3685 -2.7559 0.6015 0.1 0.0 0.0
O 1.0666 -1.3783 0.1127 -0.1 0.0 -0.1
O 2.5827 -2.8783 1.3240 0.0 0.0 0.0
N 0.1649 -3.3979 1.3008 0.0 0.0 0.1
S -1.3665 -2.9965 1.1628 0.0 0.0 0.0
O -1.8116 -2.2176 2.2832 0.0 0.0 0.0
O -1.7480 -2.5636 -0.1510 0.0 0.0 0.0
C -2.0987 -4.6688 1.3976 0.0 0.0 0.0
F -3.4231 -4.5507 1.3094 0.0 0.0 0.0
F -1.7839 -5.1575 2.5892 0.0 0.0 0.0
F -1.6706 -5.4961 0.4526 0.0 0.0 0.0
```
Positions in Å, forces in eV/Å.

The value obtained for the HOMO-LUMO gap (alpha / beta) is 6.41 / 6.71 eV. The energy relative to the best compared isomer or geometry (same formula, charge and spin) is 0.0 kJ/mol. Its spin multiplicity is 2. The total energy comes out at -7006.3458 hartree.